(1)
Molecular formula: C5H10N3
Method: DFT, ωB97M-V/def2-TZVPD

Calculated values
HOMO energy ... -13.50 eV
Energy above the lowest of the compared OMol25 structures with the same formula, charge and spin ... 2.920 eV
Maximum force ... 3.6 eV Å⁻¹
SMILES string ... [H]/N=C(\N)C=[N+]=C(C)C
Orbital gap ... 8.934 eV
Net charge ... +1

CARTESIAN COORDINATES (ANGSTROEM)
C 0.87 -0.49 0.18
C 1.13 -1.77 0.85
C -0.90 0.92 -0.71
C -1.41 1.83 0.36
C -1.24 1.08 -2.10
N -0.21 0.00 -0.22
N 0.35 -2.73 0.66
N 2.23 -1.66 1.67
H 1.89 -0.01 -0.02
H -2.49 2.15 0.16
H -0.75 2.70 0.24
H -1.15 1.47 1.38
H -0.33 1.40 -2.63
H -2.12 1.78 -2.35
H -1.63 0.19 -2.60
H 0.68 -3.56 1.14
H 2.66 -0.72 1.75
H 2.42 -2.58 2.25

Charges in e, computed with Mulliken, in the same order as the atoms: -0.06, 0.46, 0.68, -1.08, -1.15, 0.01, -0.54, -0.47, 0.35, 0.37, 0.32, 0.33, 0.31, 0.35, 0.39, 0.23, 0.22, 0.27

(2)
Molecular formula: C39H43N4O2
Method: DFT, ωB97M-V/def2-TZVPD

Calculated values
HOMO energy ... -8.89 eV
Energy above the lowest of the compared OMol25 structures with the same formula, charge and spin ... 1.954 eV
Maximum force ... 5.5 eV Å⁻¹
Orbital gap ... 5.283 eV
Net charge ... +1

CARTESIAN COORDINATES (ANGSTROEM)
C 4.41 3.41 2.31
N 3.75 2.52 1.39
C 4.47 1.82 0.46
O 5.67 1.94 0.21
C 3.53 0.84 -0.20
C 3.96 -0.62 0.03
C 4.04 -0.96 1.50
C 5.16 -0.58 2.24
C 5.22 -0.85 3.61
C 4.17 -1.54 4.23
C 3.08 -1.96 3.47
C 3.02 -1.69 2.10
N 2.25 1.17 0.41
C 1.10 0.57 0.03
C -0.14 0.84 0.59
C -1.37 0.53 0.04
C -2.58 0.67 0.81
C -3.87 0.63 0.21
C -5.02 0.64 0.99
C -4.94 0.90 2.37
C -3.69 1.07 2.97
C -2.53 0.86 2.22
C 2.36 2.15 1.50
C 2.03 1.56 2.89
C 1.64 2.76 3.74
C 1.25 3.90 2.78
C 1.46 3.41 1.35
H 5.39 3.67 1.90
H 3.81 4.32 2.44
H 4.55 2.95 3.30
H 3.48 1.05 -1.29
H 3.26 -1.28 -0.49
H 4.95 -0.72 -0.44
H 5.98 -0.06 1.74
H 6.09 -0.53 4.18
H 4.22 -1.75 5.30
H 2.26 -2.51 3.94
H 2.17 -2.03 1.50
H 1.23 -0.12 -0.80
H -0.13 1.40 1.53
H -1.46 0.38 -1.13
H -3.95 0.60 -0.89
H -5.99 0.46 0.51
H -5.85 0.97 2.97
H -3.61 1.32 4.02
H -1.57 0.86 2.75
H 1.21 0.84 2.79
H 2.91 1.00 3.26
H 0.82 2.51 4.42
H 2.49 3.06 4.36
H 0.20 4.20 2.94
H 1.87 4.79 2.97
H 1.96 4.14 0.70
H 0.51 3.13 0.88
C -6.62 -0.96 -4.95
N -6.30 -1.49 -3.63
C -7.40 -1.41 -2.69
C -5.00 -1.61 -3.23
C -3.97 -1.09 -4.03
C -2.74 -0.86 -3.45
N -2.42 -1.33 -2.21
C -1.18 -0.91 -1.55
C -0.07 -0.74 -2.54
C 1.09 -1.68 -2.57
C 2.23 -1.26 -3.29
C 3.42 -1.96 -3.21
C 3.50 -3.13 -2.44
C 2.37 -3.57 -1.75
C 1.16 -2.88 -1.83
O -0.08 0.23 -3.30
C -3.37 -2.02 -1.50
C -4.65 -2.16 -1.96
H -5.96 -1.39 -5.72
H -7.66 -1.23 -5.19
H -6.53 0.14 -4.98
H -7.12 -1.76 -1.69
H -7.77 -0.37 -2.60
H -8.24 -2.01 -3.06
H -4.11 -0.76 -5.05
H -1.98 -0.31 -3.98
H -0.94 -1.61 -0.74
H 2.15 -0.36 -3.91
H 4.29 -1.60 -3.76
H 4.43 -3.69 -2.40
H 2.42 -4.49 -1.15
H 0.26 -3.27 -1.34
H -3.05 -2.42 -0.54
H -5.39 -2.70 -1.36

Charges in e, computed with Mulliken, in the same order as the atoms: -0.99, 0.42, -0.49, -0.70, 0.24, 0.59, -0.20, -0.13, -0.80, -0.51, -0.72, 0.15, 0.59, 0.71, -0.10, -0.28, 0.86, -0.27, -0.69, -0.52, -0.78, -0.47, -0.12, -0.52, -0.83, -0.76, -1.04, 0.43, 0.29, 0.25, 0.62, -1.26, 0.92, 0.43, 0.42, 0.38, 0.41, 0.38, -0.50, -0.13, 0.08, 0.61, 0.38, 0.40, 0.41, 0.41, 0.34, 0.14, 0.40, 0.40, 0.43, 0.40, 0.41, 0.32, -1.14, -0.01, -0.94, 1.40, -0.50, -0.70, 0.47, -0.68, 0.25, 0.11, -0.61, -0.57, -0.44, -0.83, 0.05, -0.73, -0.51, -0.73, 0.37, 0.31, 0.40, 0.29, 0.33, 0.32, 0.35, 0.65, 0.61, 0.49, 0.42, 0.40, 0.43, 0.39, 0.37, 0.53

(3)
Molecular formula: C14H29Cl2N3O6
Method: DFT, ωB97M-V/def2-TZVPD

Calculated values
HOMO energy ... -9.34 eV
Energy above the lowest of the compared OMol25 structures with the same formula, charge and spin ... 0.000 eV
Maximum force ... 1.1 eV Å⁻¹
SMILES string ... O=C1OCCO1.CNC(C)=O.CNC(C)=O.CNC(C)=O.ClCCCl
Orbital gap ... 9.643 eV
Net charge ... 0

CARTESIAN COORDINATES (ANGSTROEM)
C 4.09 -1.57 -0.20
C 4.90 -2.33 -1.22
O 4.88 -1.40 -2.32
C 4.74 -0.15 -1.79
O 4.81 0.85 -2.43
O 4.54 -0.23 -0.46
H 4.20 -1.80 0.86
H 3.04 -1.66 -0.48
H 4.48 -3.28 -1.55
H 5.94 -2.46 -0.91
C 0.17 -4.39 -2.80
C 1.31 -4.33 -1.82
O 1.58 -3.30 -1.21
N 2.02 -5.48 -1.69
C 3.19 -5.61 -0.85
H 0.43 -3.99 -3.78
H -0.68 -3.85 -2.40
H -0.22 -5.41 -2.94
H 1.87 -6.24 -2.33
H 3.11 -6.53 -0.28
H 3.30 -4.80 -0.13
H 4.09 -5.61 -1.46
C -7.76 1.01 3.72
C -6.33 0.57 3.98
O -6.04 -0.30 4.77
N -5.40 1.23 3.22
C -4.02 0.81 3.21
H -8.46 0.24 4.06
H -7.93 1.13 2.64
H -8.01 1.94 4.22
H -5.75 1.92 2.58
H -3.83 0.33 4.17
H -3.33 1.65 3.10
H -3.85 0.05 2.45
C 1.65 4.36 -0.62
C 0.75 5.19 -1.51
O 0.46 4.84 -2.64
N 0.32 6.36 -0.98
C -0.50 7.31 -1.71
H 2.32 3.80 -1.27
H 1.08 3.60 -0.08
H 2.27 4.96 0.05
H 0.37 6.53 0.01
H 0.07 8.20 -1.99
H -1.34 7.63 -1.09
H -0.95 6.83 -2.58
Cl -2.25 -0.55 0.35
C -0.58 -1.14 0.01
C 0.38 -0.75 1.08
Cl 0.55 1.02 1.16
H -0.31 -0.73 -0.96
H -0.70 -2.22 -0.06
H 1.34 -1.20 0.85
H -0.01 -1.04 2.05

Charges in e, computed with Mulliken, in the same order as the atoms: 0.21, -0.13, -0.39, 0.62, -0.51, -0.40, 0.43, -0.19, 0.04, 0.29, -1.13, 0.76, -0.58, -0.21, -0.93, 0.27, 0.27, 0.39, 0.22, 0.34, 0.29, 0.33, -1.09, 0.71, -0.63, -0.21, -0.64, 0.31, 0.33, 0.27, 0.21, 0.29, 0.34, 0.12, -0.83, 0.70, -0.63, -0.20, -0.86, 0.29, 0.08, 0.34, 0.24, 0.26, 0.32, 0.31, -0.21, -0.34, -0.07, -0.18, 0.36, 0.13, -0.10, 0.42